This record from the Open Molecules 2025 dataset describes a molecular structure, C5BeO5 at a distorted geometry. The level of theory is ωB97M-V/def2-TZVPD.

```
11
Properties=species:S:1:pos:R:3
O 0.447 1.905 -1.285
C 0.114 1.226 -0.425
Be -0.869 0.902 1.744
O 1.996 -1.519 -2.852
C 1.026 -1.238 -2.360
C -2.362 0.425 0.289
O -3.172 0.171 -0.522
C -0.142 -1.114 0.546
O -0.054 -2.248 0.631
O 2.093 0.674 2.162
C 0.922 0.816 2.072
```

Results
- Charge: +2
- HOMO: -19.94 eV
- Energy above the lowest of the compared OMol25 structures with the same formula, charge and spin: 0.0 kcal per mole
- Orbital gap: 8.0099 eV
- LUMO level: -11.93 eV